Below is C4H7NOS as an isolated structure at a distorted geometry, with properties calculated with ωB97M-V/def2-TZVPD.

Structure (ORCA input):
```
! wB97M-V def2-TZVPD RIJCOSX def2/J DEFGRID3
* xyz 0 1
C 1.699 -0.167 -1.633
C 0.325 -1.286 -0.328
C 0.412 -2.525 0.170
C -0.097 -0.115 0.455
H 1.468 0.557 -2.784
H 1.511 0.748 -0.801
H 2.740 -0.788 -1.613
H 0.652 -3.376 -0.406
H 0.582 -2.853 1.304
H 0.715 -0.195 1.611
H -1.673 2.802 0.565
N -0.974 0.818 -0.048
O 0.593 -1.057 -1.647
S -1.122 1.899 1.478
*
```

The calculation puts the total energy at -684.56301 a.u. The value obtained for the relative energy (zero: lowest compared OMol25 entry of this formula, charge and spin) is 640.8 kJ/mol. The highest occupied orbital energy comes out at -0.327 hartree.


Below is one molecule with the formula C4H7NOS at a distorted geometry, with properties calculated with ωB97M-V/def2-TZVPD.

Structure (ORCA input):
```
! wB97M-V def2-TZVPD RIJCOSX def2/J DEFGRID3
* xyz 0 1
C 0.551 -1.576 -0.364
C 0.426 1.052 -0.582
C -0.725 -1.002 0.205
C -0.820 0.468 0.011
N -1.617 -0.463 -0.700
O 2.930 -0.068 -0.372
S 1.602 -0.202 0.111
H 1.029 -2.504 0.002
H 0.345 1.174 -1.661
H 0.593 1.889 0.088
H -1.049 -1.303 1.187
H -1.275 1.055 0.743
H -1.308 -0.631 -1.699
H 1.602 0.750 1.329
*
```

The calculation puts the total energy at -684.58234 a.u. The value obtained for the relative energy (zero: lowest compared OMol25 entry of this formula, charge and spin) is 590.0 kJ/mol. The highest occupied orbital energy comes out at -0.313 hartree.


Below is C4H7NOS2 as an isolated structure at a distorted geometry, with properties calculated with ωB97M-V/def2-TZVPD.

Structure (ORCA input):
```
! wB97M-V def2-TZVPD RIJCOSX def2/J DEFGRID3
* xyz 0 1
C -1.289 -0.303 -1.125
C -0.241 0.140 -0.206
C 0.521 -1.106 0.342
C 0.161 1.889 1.382
H -0.686 -0.744 -1.868
H -2.197 0.226 -1.324
H -1.749 -1.198 -0.500
H 1.199 -0.615 1.059
H -0.177 -1.600 1.009
H 2.542 -1.485 -0.810
H -0.392 2.324 2.218
N 0.993 2.289 0.418
O -0.700 0.846 1.014
S 1.474 -2.181 -0.634
S 0.542 1.517 -0.976
*
```

The calculation puts the total energy at -1082.89607 a.u. The value obtained for the relative energy (zero: lowest compared OMol25 entry of this formula, charge and spin) is 259.3 kJ/mol. The highest occupied orbital energy comes out at -0.314 hartree.


Repeat the first record exactly.
Below is C4H7NOS as an isolated structure at a distorted geometry, with properties calculated with ωB97M-V/def2-TZVPD.

Structure (ORCA input):
```
! wB97M-V def2-TZVPD RIJCOSX def2/J DEFGRID3
* xyz 0 1
C 1.699 -0.167 -1.633
C 0.325 -1.286 -0.328
C 0.412 -2.525 0.170
C -0.097 -0.115 0.455
H 1.468 0.557 -2.784
H 1.511 0.748 -0.801
H 2.740 -0.788 -1.613
H 0.652 -3.376 -0.406
H 0.582 -2.853 1.304
H 0.715 -0.195 1.611
H -1.673 2.802 0.565
N -0.974 0.818 -0.048
O 0.593 -1.057 -1.647
S -1.122 1.899 1.478
*
```

The calculation puts the total energy at -684.56301 a.u. The value obtained for the relative energy (zero: lowest compared OMol25 entry of this formula, charge and spin) is 640.8 kJ/mol. The highest occupied orbital energy comes out at -0.327 hartree.


Q: Which of these has the lowest relative energy (zero: lowest compared OMol25 entry of this formula, charge and spin)?
A: C4H7NOS2


Q: The highest total energy belongs to which entry?
A: number 1